1.
Below is C24H51F3O18SSi2 as an isolated structure, with properties calculated with the ωB97M-V functional and the def2-TZVPD basis.

XYZ file:
```
99
Properties=species:S:1:pos:R:3:lowdin_charge:R:1
C 0.972 -1.401 -0.141 -0.165
S 1.367 0.177 -0.863 0.464
O 2.816 0.258 -0.916 -0.395
O 0.638 0.350 -2.103 -0.392
Si 0.762 1.738 0.612 0.519
O -0.223 2.879 -0.048 -0.449
Si -1.705 2.465 -0.735 0.561
C -2.618 1.234 0.338 -0.282
C -3.759 0.589 -0.492 -0.138
C -3.960 -0.849 -0.099 -0.635
F -4.041 -1.012 1.237 0.124
F -5.064 -1.386 -0.633 0.140
F -2.913 -1.606 -0.505 0.115
H 1.757 -2.093 -0.437 0.071
H -0.022 -1.723 -0.442 0.059
H 0.994 -1.282 0.945 0.058
H 2.015 2.380 1.028 -0.009
H 0.159 1.120 1.811 -0.011
H -2.507 3.698 -0.845 -0.012
H -1.480 1.864 -2.057 -0.002
H -1.972 0.427 0.688 0.058
H -3.056 1.705 1.219 0.089
H -4.698 1.130 -0.405 0.132
H -3.489 0.559 -1.552 0.111
C -4.403 -4.303 -2.742 -0.060
C -5.854 -4.440 -3.144 -0.206
O -6.219 -3.505 -4.173 0.037
C -5.806 -3.817 -5.400 -0.614
O -5.206 -4.811 -5.718 0.122
O -6.184 -2.841 -6.227 0.004
C -5.766 -3.023 -7.583 -0.038
H -4.191 -3.278 -2.438 0.062
H -4.184 -4.966 -1.904 0.083
H -3.740 -4.560 -3.567 0.077
H -6.509 -4.194 -2.310 0.122
H -6.087 -5.452 -3.475 0.123
H -6.096 -3.987 -7.963 0.095
H -4.682 -2.951 -7.658 0.098
H -6.232 -2.219 -8.145 0.093
C 5.294 -1.092 -2.318 -0.069
C 6.744 -1.092 -1.890 -0.200
O 7.135 -2.346 -1.295 0.038
C 7.354 -3.341 -2.148 -0.615
O 7.302 -3.281 -3.350 0.120
O 7.660 -4.434 -1.443 0.001
C 7.882 -5.602 -2.236 -0.043
H 4.653 -1.346 -1.478 0.060
H 5.010 -0.105 -2.677 0.080
H 5.127 -1.814 -3.117 0.078
H 6.911 -0.359 -1.104 0.123
H 7.416 -0.865 -2.718 0.123
H 8.641 -5.417 -2.994 0.095
H 6.957 -5.917 -2.717 0.097
H 8.221 -6.368 -1.546 0.092
C 0.776 3.489 8.179 -0.065
C -0.585 3.301 7.547 -0.207
O -0.841 4.273 6.516 0.039
C -0.226 4.054 5.358 -0.613
O 0.477 3.112 5.090 0.115
O -0.535 5.050 4.526 0.010
C 0.113 4.970 3.255 -0.033
H 0.880 4.504 8.564 0.082
H 0.898 2.790 9.007 0.081
H 1.571 3.311 7.457 0.075
H -1.375 3.468 8.276 0.123
H -0.703 2.300 7.134 0.123
H -0.064 3.999 2.797 0.070
H 1.184 5.134 3.360 0.103
H -0.317 5.754 2.639 0.098
C -3.582 -3.462 3.293 -0.064
C -2.881 -4.795 3.421 -0.204
O -1.464 -4.635 3.620 0.035
C -1.095 -4.272 4.846 -0.615
O -1.821 -4.112 5.792 0.123
O 0.231 -4.121 4.851 0.002
C 0.771 -3.686 6.103 -0.038
H -3.127 -2.872 2.500 0.061
H -4.635 -3.612 3.054 0.085
H -3.518 -2.896 4.222 0.079
H -2.960 -5.363 2.496 0.122
H -3.296 -5.398 4.228 0.124
H 0.463 -4.350 6.907 0.096
H 0.446 -2.670 6.322 0.097
H 1.850 -3.714 5.985 0.093
C 1.835 4.103 -4.431 -0.055
C 1.723 4.301 -2.936 -0.206
O 2.601 5.336 -2.457 0.042
C 2.199 6.581 -2.698 -0.614
O 1.168 6.910 -3.227 0.121
O 3.131 7.416 -2.236 0.003
C 2.852 8.799 -2.469 -0.040
H 2.870 3.901 -4.708 0.084
H 1.220 3.256 -4.736 0.082
H 1.501 4.988 -4.970 0.075
H 2.049 3.402 -2.415 0.117
H 0.702 4.522 -2.626 0.118
H 1.876 9.069 -2.072 0.095
H 2.886 9.019 -3.535 0.098
H 3.633 9.349 -1.951 0.092
```

Summary:
**LUMO**: 0.20 eV
**E_tot**: -97316.247 eV
**E_HOMO**: -10.2804 eV

***

2.
Below is C7H11AlBBrClF6N2 as an isolated structure, with properties calculated with the ωB97M-V functional and the def2-TZVPD basis.

XYZ file:
```
30
Properties=species:S:1:pos:R:3:lowdin_charge:R:1
N 1.369 -1.078 -1.961 0.035
C 0.425 0.039 -2.157 -0.256
N -0.873 -0.497 -2.710 -0.391
Br -1.873 -1.553 -1.411 0.688
H 0.921 -1.900 -2.366 0.073
H 2.195 -0.946 -2.540 0.097
H 0.212 0.551 -1.204 0.092
H 0.826 0.753 -2.897 0.156
H -0.747 -1.111 -3.532 0.038
H -1.419 0.315 -3.033 0.023
F -0.045 -1.860 5.249 0.126
C 0.284 -1.580 4.002 -0.253
C 1.476 -0.905 3.747 0.019
C 1.819 -0.619 2.444 -0.036
C 0.967 -0.996 1.397 -0.043
C -0.230 -1.668 1.668 -0.089
C -0.572 -1.967 2.970 0.011
H 2.116 -0.616 4.571 0.132
H 2.745 -0.103 2.230 0.121
H 1.238 -0.766 0.376 0.069
H -0.896 -1.957 0.858 0.009
H -1.488 -2.494 3.203 0.127
B 0.047 3.530 -0.680 -1.153
F 0.777 2.489 -0.111 0.160
F -0.782 3.032 -1.687 0.103
F -0.787 4.134 0.388 0.263
F 0.888 4.487 -1.179 0.203
Al -3.372 0.500 -1.568 0.701
Cl -2.843 -1.764 -3.884 -0.147
F -2.377 4.547 -0.185 0.123
```

Summary:
**LUMO**: -9.99 eV
**E_tot**: -116548.668 eV
**Net charge**: +1
**E_HOMO**: -12.1266 eV